No. 1
Here is C43H58Br2N3O3Zr as an isolated structure from OMol25. Energies are from ωB97M-V/def2-TZVPD.

```
110
Properties=species:S:1:pos:R:3
Br 1.662 5.127 0.023
H 1.818 -0.825 2.929
H 1.091 -3.141 -5.209
H -0.349 4.053 -5.288
H 0.031 -2.119 2.220
C -0.828 2.685 -3.704
C 2.737 -1.843 -3.490
C 0.572 -2.033 -2.092
H 4.589 4.968 -0.047
C 5.568 0.457 0.430
C -1.271 -2.556 -0.485
H 3.278 -2.625 -1.531
O 1.098 -1.280 -1.072
H -5.204 -2.179 -4.386
H -3.377 -3.825 -4.774
H -4.424 -1.243 -2.624
H -2.775 1.646 -5.291
H -0.283 2.014 2.613
H -0.906 -6.166 -6.286
C -0.689 -1.325 2.427
Br 7.005 3.328 0.077
C -6.160 0.399 -4.481
H -5.454 0.271 -7.108
H 4.639 -2.479 -2.650
H -2.064 3.662 -5.218
C -1.914 -1.446 1.552
C 3.018 -0.365 -3.188
C 0.594 -2.967 -4.265
H -2.286 -3.734 -2.687
C -4.633 0.536 -6.439
C -1.300 -4.303 -5.247
N -0.001 -0.032 2.209
O -0.980 1.192 -1.151
C -0.889 1.117 2.523
C -2.745 -0.142 -1.911
H -1.762 -3.999 -7.343
H -2.650 -0.705 1.860
H -2.075 4.182 -2.737
H -1.439 0.935 3.450
C -3.717 0.159 -4.098
H -4.616 1.625 -6.361
H -0.558 -3.028 0.197
C 0.626 2.196 -3.654
C 2.398 2.417 0.317
C -2.748 -4.699 -4.953
C -2.756 1.136 -4.339
H -2.818 -5.361 -4.087
C 5.163 2.934 0.172
H 1.305 3.015 -3.902
C 3.346 1.359 0.393
H 6.642 0.588 0.399
H 3.462 -3.788 -2.843
H -3.626 -1.430 -0.456
C 3.614 -0.915 0.573
Zr 0.354 0.245 -0.114
C 4.732 1.588 0.333
C -4.851 -0.134 -5.083
H -0.981 -1.413 3.479
H 4.238 -1.771 -5.025
H -6.387 -0.087 -3.530
C -0.683 -3.502 -4.102
H -5.807 -1.844 -6.006
C -0.688 -2.581 -1.871
C -1.040 3.832 -2.702
C 3.580 -2.738 -2.568
H -1.768 -2.507 -6.389
H -3.160 -5.236 -5.809
O 1.116 2.071 0.391
H 2.482 0.284 -3.881
H -2.379 -2.425 1.696
N 2.804 0.116 0.496
C -1.825 0.870 -2.179
C 5.012 -0.788 0.560
C -1.061 3.246 -5.107
H 3.160 -3.148 -5.200
H 0.845 0.034 4.144
H -4.074 -2.056 -5.738
C 1.175 0.035 3.102
H 2.750 -0.084 -2.173
H -3.702 0.208 -6.908
H 5.627 -1.672 0.637
C -4.988 -1.643 -5.312
H -0.493 -6.208 -4.566
H -0.392 4.672 -2.963
H -3.152 0.164 0.132
C 1.271 -2.241 -3.292
H -6.994 0.213 -5.161
C -3.682 -0.489 -2.868
H 2.608 -1.524 -5.648
H 3.150 -1.891 0.637
H 0.555 -5.364 -5.709
C -1.310 -3.308 -2.882
H -1.613 1.286 1.722
H -0.242 -3.256 -6.851
N -1.603 -1.224 0.115
H -6.097 1.474 -4.303
H -2.184 -3.160 -0.471
H 0.911 1.839 -2.667
H 1.733 0.944 2.896
C -1.265 -3.464 -6.531
C -2.844 -0.664 -0.511
H -0.911 2.491 -5.882
H 0.785 1.392 -4.374
C 2.865 3.693 0.151
C 3.200 -2.092 -4.928
C -0.484 -5.585 -5.463
H -0.805 3.533 -1.684
H 4.086 -0.171 -3.311
C -1.796 1.537 -3.406
C 4.256 3.947 0.081
```

## Properties
Gap between HOMO and LUMO ... 0.2793 Ha
HOMO ... -0.388 hartree
E ... -197512.6140 eV
Charge ... +1
Lowest unoccupied orbital energy ... -0.1089 Eh

=====

No. 2
Here is C43H59N6O5P2S2SiV as an isolated structure at a distorted geometry from OMol25. Energies are from ωB97M-V/def2-TZVPD.

```
119
Properties=species:S:1:pos:R:3
S 0.252 -1.317 -3.476
H 0.527 2.647 6.536
C 4.693 -1.613 -3.368
C 5.331 -1.005 1.936
H -2.558 -4.402 0.709
H -1.867 2.904 5.964
H 3.048 5.060 0.188
C -0.830 -1.297 4.112
H -2.536 -2.509 6.047
H -1.287 -3.575 6.703
O 1.347 3.453 -0.663
H 6.006 -0.259 2.373
C -1.534 -4.439 0.340
H 5.000 -0.750 4.634
C 1.350 -4.024 0.513
C -0.532 -1.987 5.446
H -2.596 3.604 1.400
H 2.353 -4.115 0.085
N -3.517 -0.378 -2.929
N -1.943 -0.430 -1.090
O 1.261 1.281 -4.061
P -1.072 -1.555 1.249
H -6.170 -1.951 1.227
C -0.668 -5.306 1.253
C -5.294 -1.320 1.321
H 3.374 -1.074 1.041
V -0.219 0.082 -0.468
H 0.938 -2.208 -0.534
H 3.747 4.245 -1.203
C -3.717 0.166 -4.093
H 4.214 0.453 0.789
H -0.626 -4.871 2.251
H -0.103 -2.921 2.951
H 2.517 -0.468 4.651
N 2.555 -2.259 -2.502
C 2.139 2.764 1.489
H 5.469 3.218 0.072
H 2.913 2.104 -0.445
H 4.824 2.231 2.025
P 1.739 1.014 2.029
C 0.166 2.360 5.556
C -4.026 -1.880 1.225
H 0.946 2.715 -1.114
H -0.001 -0.650 3.861
O 1.453 0.586 -1.731
H -1.730 -0.679 4.202
C 3.022 -0.870 3.769
H 2.371 -1.622 3.324
N 2.705 -1.214 -4.623
H 5.823 -1.424 1.055
C -1.622 2.178 3.960
H -4.422 1.923 1.686
H -3.943 -2.943 1.042
C -1.597 -3.021 5.812
H -0.467 -1.231 6.235
C -3.030 0.304 1.485
C 4.568 3.291 2.035
C -0.757 1.701 2.977
C 3.110 3.458 2.457
N 1.160 0.022 0.885
C 5.064 -2.101 2.966
H -2.476 -3.898 2.597
C -1.017 -2.318 2.991
H 1.370 -6.004 1.400
C 3.270 0.235 2.733
C 3.531 4.135 -0.140
H -2.673 2.285 3.715
H 1.436 -3.505 1.470
H 2.236 -0.466 -5.115
H -3.070 -2.575 3.592
O 0.985 -1.151 1.717
C 0.479 -3.189 -0.420
C 3.904 -2.313 -2.427
Si -1.432 1.336 1.187
H 1.159 3.236 1.603
H 4.318 -2.812 -1.563
H -1.581 -4.927 -0.642
C 1.041 1.839 4.618
H 6.004 -2.570 3.270
H -2.622 2.979 -0.261
S 0.588 0.723 -2.913
H 5.211 3.776 2.774
C -1.173 2.515 5.228
H -1.112 -6.303 1.339
H -2.622 -4.694 4.904
C -2.201 -3.203 3.386
H 2.084 1.700 4.879
C -5.436 0.044 1.519
H 5.756 -1.496 -3.217
H 4.171 -2.281 4.929
H 2.960 3.081 3.471
C -4.305 0.848 1.589
H 4.429 -2.871 2.516
H 5.354 4.842 0.730
C 4.023 -0.338 1.521
C -2.009 3.086 0.637
H -6.424 0.483 1.591
H 3.870 1.019 3.208
C -2.643 -0.330 -2.034
H -1.548 -2.611 -0.738
C 0.585 1.510 3.344
H -1.153 3.710 0.379
C -0.964 -3.036 0.082
N -4.007 0.579 -5.138
C 4.351 -1.507 4.178
C -1.831 -3.982 4.651
H 2.876 4.525 2.476
C -2.888 -1.087 1.316
C 0.755 -5.415 0.711
H 0.458 -3.662 -1.406
C 4.824 3.892 0.640
C 1.996 -1.684 -3.506
C 2.509 3.013 0.010
H -0.915 -4.556 4.468
H 0.443 -2.481 5.379
H 4.584 -0.421 -5.158
H 0.741 -5.943 -0.249
C 4.080 -1.033 -4.426
O -0.661 1.356 -2.561
```

## Properties
Gap between HOMO and LUMO (spin up / spin down) ... 0.2381 / 0.2325 Ha
⟨S²⟩ ... 3.830
Relative energy (zero: lowest compared OMol25 entry of this formula, charge and spin) ... 541.9 kJ/mol
HOMO (spin up / spin down) ... -0.155 / -0.151 hartree
E ... -138540.5431 eV
Spin multiplicity ... 4
Charge ... -1
Lowest unoccupied orbital energy (spin up / spin down) ... 0.0829 / 0.0819 Eh

=====

No. 3
Here is C43H59NP3SSiSr as an isolated structure from OMol25. Energies are from ωB97M-V/def2-TZVPD.

```
109
Properties=species:S:1:pos:R:3
H -5.275 -0.393 -4.367
C 3.921 -1.142 1.594
H -1.050 -2.332 3.711
H 0.270 -6.606 -0.638
H -5.620 3.555 -0.581
C -3.712 -1.738 0.546
N 0.373 1.422 3.649
H -2.457 3.497 -2.480
H -4.824 2.744 1.625
H -0.391 -0.117 4.843
H 1.449 3.230 1.845
H -0.779 -5.214 1.073
H 2.508 -1.999 0.229
C 2.032 -0.195 -4.943
H -4.473 -4.220 1.250
H -4.615 1.318 -2.760
C 1.004 -0.537 -4.080
C 2.349 0.065 -2.183
C -4.619 3.395 -0.987
H 1.611 -2.906 2.308
H 1.449 -2.729 4.052
H -4.717 3.265 -2.064
C -3.513 -1.586 -4.062
H 5.437 1.679 -1.432
H 1.897 -0.285 -6.013
C -3.950 0.483 -2.932
C 1.132 -0.426 -2.692
C 3.732 1.672 -0.057
H 3.205 -0.674 2.276
C 0.203 -5.536 -0.783
P 2.543 0.267 -0.368
C 3.240 0.254 -4.428
C 1.175 4.428 5.556
C -0.449 -2.927 3.008
H -0.250 3.729 -0.361
C 0.560 -3.582 -2.127
H 2.071 3.061 -0.431
C 1.005 -2.450 3.094
H -3.120 -4.383 0.130
C 3.395 0.374 -3.057
Si -0.263 -0.874 -1.476
H 0.927 -3.141 -3.048
C 0.833 2.718 3.860
C 3.358 -1.306 0.182
H 0.152 -5.015 2.912
P -1.148 -2.322 1.390
H 5.746 2.400 0.130
H 5.245 -1.264 -0.919
H 4.058 0.507 -5.089
H -3.504 -0.692 0.796
H -0.786 5.008 -1.443
C -0.466 -3.352 0.033
H -1.547 -4.792 3.365
H -4.790 -1.895 0.617
H 1.158 -5.558 -2.706
H -2.940 -4.873 1.814
C -3.390 -4.130 1.157
H 4.823 -0.530 1.594
H -0.120 3.501 -3.362
C 4.381 -1.914 -0.775
C 0.692 -4.948 -1.942
H -0.880 1.920 -3.581
C -3.856 2.456 1.210
C -3.969 2.197 -0.294
C 1.346 3.565 2.874
C -2.312 -1.691 -3.379
C 5.228 1.578 -0.369
C -0.542 -4.382 3.464
S 0.123 1.874 6.170
H -1.687 -2.561 -3.551
H -0.265 -4.446 4.518
H 2.154 5.499 2.490
H 0.066 -0.891 -4.496
H -4.615 1.324 -0.432
C -0.030 -2.752 -1.166
P -2.313 1.619 -0.948
C -2.745 0.377 -2.233
H -3.423 -1.896 -0.494
C -1.119 4.116 -0.910
H -4.053 4.312 -0.819
Sr -0.186 0.646 1.101
H -3.234 -2.460 2.514
H 5.675 0.650 -0.019
C -4.334 -0.489 -3.842
H 4.188 -2.116 2.010
H 3.661 3.829 -0.294
H -3.153 3.266 1.429
H 4.347 0.703 -2.671
H 3.652 1.758 1.035
C -2.966 -2.699 1.478
H 1.100 -1.362 3.001
H 3.221 2.934 -1.751
H 1.993 6.254 4.829
C 1.664 5.257 4.570
C -0.527 2.633 -2.838
H 1.118 4.761 6.583
C 3.136 2.946 -0.664
C -0.377 -4.740 0.191
H 4.742 -2.861 -0.370
C -1.892 -0.722 -2.463
H -1.865 4.425 -0.176
C 1.753 4.828 3.237
H -3.522 1.563 1.746
C -1.642 3.068 -1.890
H 0.295 2.155 -2.298
H 3.944 -2.112 -1.753
C 0.761 3.148 5.187
H -3.812 -2.357 -4.760
C -0.008 0.894 4.771
```

## Properties
Gap between HOMO and LUMO ... 0.2242 Ha
Relative energy (zero: lowest compared OMol25 entry of this formula, charge and spin) ... 0.0 kJ/mol
HOMO ... -0.312 hartree
E ... -94451.5701 eV
Charge ... +1
Lowest unoccupied orbital energy ... -0.0877 Eh

=====

No. 4
Here is C43H60AgN3O6PSSi3 as an isolated structure at a distorted geometry from OMol25. Energies are from ωB97M-V/def2-TZVPD.

```
118
Properties=species:S:1:pos:R:3
H 3.866 3.444 -4.437
H -6.445 -0.412 -0.300
H 3.580 -4.758 -1.724
C 3.938 0.668 0.905
H -0.475 0.276 4.368
H 4.689 8.541 -4.442
H -3.334 -3.485 4.486
H -4.823 -2.274 1.766
H -0.954 0.222 -4.265
C 2.683 -4.721 -1.114
C 3.193 -2.337 -0.718
H -2.538 -3.185 2.160
C -1.747 3.115 -0.151
H 4.783 2.476 1.703
H -1.237 -3.838 3.179
H 2.300 1.567 4.211
H -4.175 -5.949 -1.391
H -3.677 1.116 2.606
Si -4.030 -1.019 -0.256
H -5.129 -0.532 1.922
C 0.830 -5.755 -0.049
H -2.809 -1.625 -4.031
H -0.464 1.306 -2.930
O -1.066 -1.832 2.604
H 1.946 0.122 5.175
C 0.472 -4.487 0.397
C -2.306 -5.039 -1.947
H -2.079 4.099 0.209
C -2.672 -2.647 4.244
C -3.480 1.995 -3.259
C 2.332 2.542 -1.523
C -3.578 -1.006 -3.546
C 2.822 2.456 -2.837
C -4.402 -1.276 1.580
H -4.221 -0.592 -4.334
O 0.488 -2.114 4.519
H -2.008 0.635 2.223
C -4.706 2.674 0.182
H -4.788 3.479 0.931
H -1.887 -5.920 -2.423
N 3.033 -1.320 -0.030
H -5.525 1.960 0.352
H -6.261 -1.970 -1.130
H 3.619 5.609 -0.752
C -1.568 -3.867 -1.870
H -0.128 -4.523 5.517
C -2.756 1.434 2.105
H 4.339 -0.397 -2.278
C -0.978 0.365 -3.173
H -3.064 2.876 -2.752
C 2.297 -3.512 -0.560
C 0.639 -3.957 6.053
P 0.566 -1.859 2.874
O 0.821 -0.277 2.832
H 1.328 -4.662 6.528
H -0.433 -4.359 0.986
C 3.197 7.145 -3.721
C 3.608 8.399 -4.463
H 0.148 -3.369 6.831
C 2.672 3.678 -0.770
H -4.195 -1.680 -2.943
Ag -0.062 -1.114 0.213
H 3.101 9.258 -4.026
H 0.038 1.544 3.253
O 6.695 3.871 -1.465
C -3.283 -2.702 -0.843
C 1.481 1.520 -0.991
C 0.374 0.674 3.814
H 2.620 1.559 -3.411
H 3.282 8.305 -5.501
H -3.280 -1.757 4.083
C -2.970 0.297 -0.747
C 1.513 1.030 4.747
C -4.063 -3.868 -0.851
C -5.798 -0.978 -0.984
H -5.807 -0.457 -1.945
H -3.252 2.091 -4.332
C -3.575 -5.047 -1.390
H -2.382 2.330 2.622
H -4.570 2.022 -3.137
C 4.457 0.202 -1.382
H 5.662 1.615 -2.393
H -1.999 -2.467 5.084
C 6.129 3.462 -0.308
H -0.566 -3.830 -2.299
C 3.826 -0.167 -0.201
C 1.390 -3.049 5.106
H 2.166 -2.503 5.650
C 1.944 -5.865 -0.850
H -1.553 3.193 -1.229
H -3.493 -1.156 2.179
H 0.223 -6.614 0.203
H 1.889 -3.638 4.328
C -1.874 -2.962 2.995
Si -2.752 0.400 -2.535
O 2.074 6.918 -3.375
H 2.240 -6.825 -1.258
H -0.791 2.867 0.326
N 1.170 -3.385 0.145
S 4.581 6.039 -3.436
H 1.145 1.663 5.557
C 5.196 1.373 -1.444
H 2.360 3.733 0.266
C 0.747 0.649 -0.539
C 3.386 4.725 -1.336
C 3.785 4.656 -2.667
H -5.068 -3.833 -0.444
N -2.008 -2.738 -1.313
O 6.297 4.116 0.674
H -4.858 3.119 -0.813
H 4.031 -2.459 -1.413
Si -3.022 1.791 0.256
H -0.414 -0.444 -2.694
C 4.689 1.824 0.844
H 3.403 0.377 1.803
C 3.529 3.506 -3.408
C 5.330 2.196 -0.332
H 6.436 3.291 -2.185
```

## Properties
Gap between HOMO and LUMO ... 0.1768 Ha
Relative energy (zero: lowest compared OMol25 entry of this formula, charge and spin) ... 105.3 kJ/mol
HOMO ... -0.123 hartree
E ... -110079.4029 eV
Charge ... -1
Lowest unoccupied orbital energy ... 0.0535 Eh